No. 1
Here is 2 unconnected molecules or ions with the total composition C2H4ClF2 from the OMol25 dataset. Energies are from ωB97M-V/def2-TZVPD.

```
9
Properties=species:S:1:pos:R:3:forces:R:3
Cl 0.4591 2.8013 -3.1564 -0.02 -0.12 0.13
F 0.7210 -1.9350 0.4583 0.02 -0.29 0.12
F -1.0539 -0.0965 1.8313 -0.08 -0.07 0.29
C 0.6443 -0.5677 0.2373 0.47 0.73 -0.40
C -0.7485 -0.0676 0.4785 -0.29 0.37 -0.83
H 0.9466 -0.3610 -0.8074 -0.26 -0.07 0.42
H -1.4934 -0.6831 -0.0617 0.38 0.16 0.31
H 1.3709 -0.0642 0.9038 -0.39 -0.27 -0.19
H -0.8462 0.9739 0.1163 0.18 -0.44 0.15
```
Forces are in eV/Å.

## Properties
Energy (eV): -20098.168
Orbital gap (Ha): 0.2729
E_LUMO (Ha): 0.1357
Net charge: -1

No. 2
Here is a single C2H4ClIS molecule in a non-equilibrium geometry from the OMol25 dataset. Energies are from ωB97M-V/def2-TZVPD.

```
9
Properties=species:S:1:pos:R:3:forces:R:3
I -2.9867 0.0931 -0.0679 1.19 -0.37 -0.20
Cl 3.1921 0.8237 0.0043 0.42 0.71 0.06
S 1.7255 -0.5037 -0.1815 -0.65 -0.80 0.07
C -0.8983 -0.6167 0.1254 -0.09 1.57 1.35
C 0.1908 0.4844 -0.1654 -0.42 -0.44 0.97
H 0.1493 1.0908 0.7401 0.44 0.59 -0.45
H -0.6459 -1.3963 -0.5150 -0.61 -1.70 -1.33
H 0.1805 1.0497 -1.1248 -0.71 -0.43 0.87
H -0.9073 -1.0249 1.1847 0.43 0.88 -1.34
```
Forces are in eV/Å.

## Properties
Energy (eV): -33596.549
Orbital gap (Ha): 0.3240
SMILES: ClSCCI
E_LUMO (Ha): -0.0112

For reference, HOMO by record: -3.735; -9.120 eV.
For reference, ΔE to the lowest compared entry with this formula, charge and spin by record: 58.7; 49.6 kJ/mol.